Entry 1:
Computed, not measured: C4H5FO2 as an isolated structure at a distorted geometry, with ωB97M-V with the def2-TZVPD basis set.

```
12
Properties=species:S:1:pos:R:3:forces:R:3
C 1.712 -2.535 0.254 -1.3120 -0.4060 -0.1200
C 1.036 -1.460 0.558 0.0287 -1.7683 -1.7802
C -0.544 0.297 -0.506 -1.1230 2.4847 -1.3656
C -0.732 1.428 0.369 -0.2682 1.5995 2.6987
O 1.830 -3.635 -0.189 0.7820 0.6257 0.3264
O -0.930 0.481 -1.733 0.9824 -2.6105 0.2719
F 1.211 -0.412 1.334 1.6170 1.6958 2.8214
H 0.180 -0.623 -0.163 -0.3760 -1.9269 -1.0262
H 0.118 1.554 1.111 -0.7004 -0.3653 -1.1615
H -1.576 1.256 1.133 0.8646 -0.0268 -1.3115
H -0.889 2.401 -0.144 -0.1705 -0.5539 0.1794
H -1.415 1.247 -2.023 -0.3244 1.2521 0.4671
```
Positions in Å, forces in eV/Å.

Calculated values
HOMO-LUMO gap (spin up / spin down) = 5.9 / 5.9 eV
Total energy = -405.51916 Ha
Net charge = 0

=====

Entry 2:
Computed, not measured: C4H5FOS as an isolated structure at a distorted geometry, with ωB97M-V with the def2-TZVPD basis set.

```
12
Properties=species:S:1:pos:R:3:forces:R:3
C -1.002 -0.879 0.225 -2.0321 0.3251 2.4488
C 0.383 -0.125 -0.026 -3.9575 -2.2664 -0.4041
C 0.275 1.219 0.544 -0.1629 0.7680 -0.8298
C 0.890 0.095 -1.348 3.3921 -0.4144 -3.1563
H -2.229 -0.431 0.049 4.2259 -0.4649 -0.1281
H -0.955 -0.894 1.412 -0.3924 -0.4834 -2.1478
H 1.174 -0.572 0.465 1.2324 -2.1245 1.0945
H 0.935 1.103 1.419 -0.0903 1.8195 -0.3730
H -0.777 1.331 0.805 0.2425 1.1650 0.1245
O 1.577 -0.643 -2.055 -2.5255 2.2793 1.3889
F -1.066 -2.165 -0.280 0.4297 0.6063 0.2763
S 0.796 1.961 -1.211 -0.3619 -1.2097 1.7060
```
Positions in Å, forces in eV/Å.

Calculated values
HOMO-LUMO gap = 10.2 eV
Total energy = -728.60200 Ha
Net charge = 0